{
  "formula": "C35H82N2O10PS7",
  "method": "ωB97M-V/def2-TZVPD",
  "elements": ["C", "C", "C", "C", "C", "C", "C", "C", "N", "C", "C", "C", "C", "C", "C", "C", "C", "N", "P", "O", "C", "C", "C", "C", "C", "O", "O", "H", "H", "H", "H", "H", "H", "H", "H", "H", "H", "H", "H", "H", "H", "H", "H", "H", "H", "H", "H", "H", "H", "H", "H", "H", "H", "H", "H", "H", "H", "H", "H", "H", "H", "H", "H", "H", "H", "H", "H", "C", "S", "O", "C", "H", "H", "H", "H", "H", "H", "C", "S", "O", "C", "H", "H", "H", "H", "H", "H", "C", "S", "O", "C", "H", "H", "H", "H", "H", "H", "C", "S", "O", "C", "H", "H", "H", "H", "H", "H", "C", "S", "O", "C", "H", "H", "H", "H", "H", "H", "C", "S", "O", "C", "H", "H", "H", "H", "H", "H", "C", "S", "O", "C", "H", "H", "H", "H", "H", "H"],
  "positions_angstrom": [[-3.2231, 3.2708, 4.7001], [-4.1487, 2.8814, 3.4927], [-4.8740, 4.0926, 2.8701], [-4.0125, 5.0138, 1.9550], [-2.8102, 4.3299, 1.2530], [-1.4815, 4.4397, 2.0607], [-0.3150, 4.4212, 1.0568], [1.0784, 4.7540, 1.5157], [2.0043, 4.2220, 0.8082], [3.4409, 4.4835, 1.0272], [3.7090, 5.5400, 2.1143], [4.3204, 3.2449, 1.3144], [4.1891, 2.7225, 2.7795], [1.3498, 3.4085, -0.2722], [2.1710, 2.3410, -1.0359], [2.2998, 0.9457, -0.4119], [2.3088, -0.2320, -1.3970], [2.4360, 0.6626, 0.8118], [1.2608, 4.7406, -1.6625], [0.2680, 4.4223, -2.7071], [-0.1258, 3.1938, 0.0724], [-0.6223, 1.8155, 0.5474], [-1.1729, 0.9685, -0.6399], [-1.0954, -0.5627, -0.4169], [-1.2225, -1.0533, 1.0177], [-0.5918, -1.9871, 1.3419], [-2.0324, -0.4257, 1.9521], [-2.2729, 2.7237, 4.5965], [-3.6825, 2.9482, 5.6394], [-3.0020, 4.3465, 4.6923], [-3.6106, 2.2447, 2.7783], [-4.9324, 2.2435, 3.9298], [-5.7566, 3.7465, 2.3161], [-5.2289, 4.7031, 3.7151], [-3.6363, 5.9132, 2.4657], [-4.6687, 5.3754, 1.1473], [-2.6663, 4.8331, 0.2796], [-3.0788, 3.2907, 1.0189], [-1.4027, 3.6301, 2.7940], [-1.5309, 5.4313, 2.5381], [-0.6118, 5.2287, 0.3474], [1.1333, 5.4218, 2.3742], [3.8252, 4.9327, 0.0935], [3.1397, 6.4497, 1.8541], [3.3280, 5.2386, 3.0985], [4.7632, 5.8197, 2.1616], [4.2176, 2.4200, 0.6052], [5.3602, 3.5895, 1.2218], [3.1709, 2.8504, 3.1760], [4.9292, 3.2193, 3.4154], [4.4307, 1.6526, 2.7993], [3.1772, 2.7517, -1.2166], [1.7083, 2.2286, -2.0287], [1.9358, -1.1008, -0.8385], [3.3304, -0.4756, -1.7158], [1.6345, -0.0691, -2.2475], [2.4028, 1.5427, 1.3425], [2.5556, 4.6717, -2.2575], [1.1720, 6.0386, -1.0949], [-0.8498, 3.4352, -0.7192], [0.0839, 1.2548, 1.1735], [-1.4947, 1.9887, 1.1915], [-0.7386, 1.2888, -1.5987], [-2.2422, 1.2238, -0.7227], [-1.9433, -1.0074, -0.9657], [-0.1919, -0.9583, -0.8848], [-1.4220, -0.1111, 2.6393], [0.7237, -6.1838, -1.0856], [0.2049, -4.8330, -2.1499], [1.3428, -3.8554, -2.2067], [-1.0068, -4.1493, -1.0265], [1.5241, -6.7271, -1.5862], [1.0901, -5.7872, -0.1385], [-0.1212, -6.8518, -0.9168], [-0.5225, -3.8823, -0.0872], [-1.8026, -4.8750, -0.8522], [-1.4296, -3.2567, -1.4844], [-1.5403, 8.5666, 5.5151], [-2.5249, 8.7478, 4.0212], [-2.9340, 7.3769, 3.5920], [-1.1659, 9.2568, 2.9574], [-2.1927, 8.2121, 6.3111], [-0.7423, 7.8423, 5.3468], [-1.1217, 9.5341, 5.7924], [-0.3913, 8.4880, 2.9542], [-0.7586, 10.2020, 3.3162], [-1.5544, 9.3891, 1.9489], [4.6091, -3.8778, -1.7128], [4.7426, -5.6460, -2.0107], [4.5466, -6.3357, -0.7031], [6.5065, -5.6470, -2.3556], [3.5772, -3.6589, -1.4388], [5.2775, -3.5906, -0.8988], [4.8666, -3.3374, -2.6255], [7.0504, -5.2471, -1.5008], [6.7043, -5.0454, -3.2431], [6.8216, -6.6730, -2.5373], [1.5795, -3.4535, -5.2242], [3.0718, -3.9763, -6.0683], [4.0363, -2.8414, -6.0017], [2.3913, -3.9952, -7.7350], [1.8109, -3.3483, -4.1669], [1.2374, -2.4970, -5.6244], [0.8074, -4.2139, -5.3513], [2.0102, -3.0056, -7.9892], [1.5921, -4.7348, -7.7913], [3.1875, -4.2679, -8.4256], [-5.4659, -3.6352, -1.6551], [-4.9080, -5.2977, -1.2611], [-3.4961, -5.4162, -1.7394], [-5.9551, -6.1323, -2.4579], [-4.9062, -2.9308, -1.0403], [-5.2823, -3.4230, -2.7096], [-6.5300, -3.5476, -1.4312], [-5.7415, -5.7579, -3.4597], [-7.0007, -5.9574, -2.2009], [-5.7401, -7.1987, -2.4130], [10.4167, -6.7693, 1.3307], [9.0506, -6.2008, 0.3059], [9.6400, -5.5232, -0.8802], [8.4934, -4.9157, 1.4368], [10.9383, -7.5590, 0.7931], [11.1024, -5.9437, 1.5234], [10.0260, -7.1647, 2.2687], [9.3049, -4.2113, 1.6237], [8.1648, -5.3719, 2.3708], [7.6566, -4.3950, 0.9739], [-10.5352, -2.4094, -0.7631], [-9.9819, -4.0742, -0.3655], [-8.5729, -4.1955, -0.8391], [-11.0220, -4.9124, -1.5695], [-9.9763, -1.7087, -0.1453], [-10.3470, -2.1993, -1.8165], [-11.5990, -2.3196, -0.5431], [-10.8024, -4.5400, -2.5706], [-12.0702, -4.7418, -1.3235], [-10.8070, -5.9784, -1.5212]],
  "forces_ev_per_angstrom": [[0.0845, -0.4732, -0.9586], [-0.3795, 0.1477, 1.0458], [0.5939, 0.0851, 0.1153], [0.0560, -0.1665, -0.4437], [-0.2999, 0.1905, 0.1101], [-0.3255, -0.1476, -0.7809], [0.1299, -0.2460, -0.4547], [-2.1560, -0.0268, 0.4383], [-0.6928, -0.6014, 1.6167], [1.9140, 0.1640, -0.3819], [-1.4730, 0.5167, -0.2945], [0.1870, -0.2013, 0.8701], [0.1340, -0.2356, -0.6727], [0.6099, 1.1714, -2.8806], [-0.0481, -0.2105, 0.7957], [0.1164, -1.0357, -1.3002], [-0.3402, 0.1607, 0.7296], [-0.2119, 1.0181, 0.3642], [0.2874, -0.6376, -1.5864], [-0.3998, 0.1293, 0.3987], [-0.8345, 0.2456, 1.6413], [-0.2170, -0.0881, 0.2411], [-0.5136, 0.0946, 0.6549], [-1.0490, 0.9994, -0.6385], [0.0984, 0.8000, -0.5293], [1.2221, -1.7980, 0.8985], [0.1575, 0.9741, -0.8984], [-0.1632, 0.2199, 0.2896], [0.1474, 0.3757, -0.0964], [-0.0881, -0.2377, 0.2146], [-0.1548, 0.2925, -0.0203], [0.1978, 0.0085, -0.3577], [0.2265, 0.0511, 0.0983], [-0.1292, -0.1677, -0.2975], [-0.3698, -0.5576, -0.0902], [0.1241, -0.0149, 0.2969], [0.0207, -0.1049, 0.2822], [0.2292, 0.1959, -0.0146], [0.0620, 0.3361, 0.0204], [0.2770, -0.4005, 0.2201], [0.5144, 0.1164, 0.3495], [0.9272, -0.1139, -0.2767], [-0.3795, -0.2714, 0.0572], [0.3624, -0.1121, 0.0870], [0.4104, -0.1029, -0.1728], [-0.1514, -0.3384, -0.0378], [-0.1822, 0.3349, 0.0674], [-0.3221, 0.0339, -0.2617], [0.3043, -0.0377, 0.0498], [-0.4370, 0.0202, 0.0574], [-0.1612, 0.2364, 0.0336], [-0.1874, -0.2715, -0.0288], [0.0156, 0.1181, 0.2886], [0.2518, 0.1019, -0.2177], [-0.2694, 0.2117, -0.1757], [0.4150, 0.0275, 0.0225], [0.0558, -0.3512, 0.2484], [-0.0373, 0.3199, 0.6869], [0.0936, -0.2678, 0.2920], [0.9182, -0.0691, -0.4711], [0.0684, 0.2127, -0.3494], [0.3718, 0.0769, -0.0475], [0.1414, -0.3950, 0.2397], [0.3294, 0.1054, -0.0601], [0.2753, 0.0316, 0.1023], [-0.1359, -0.2594, 0.5685], [-0.4003, -0.4434, 0.1444], [0.0878, -0.0455, 0.0273], [-0.1566, -0.1112, 0.1077], [0.0435, 0.0989, 0.3065], [0.1459, -0.0460, 0.3869], [0.0089, 0.0693, -0.0095], [0.0142, 0.0593, -0.0490], [-0.0405, 0.0531, -0.0627], [0.1634, 0.0195, -0.1080], [0.1447, 0.1125, -0.1877], [-0.0067, -0.0889, -0.1201], [0.0710, -0.0569, 0.0402], [-0.0942, 0.1229, 0.0926], [0.4234, 0.2194, 0.1510], [0.0769, -0.0388, -0.0840], [-0.0495, 0.0168, -0.0660], [-0.0345, -0.0083, -0.0495], [-0.0445, 0.0097, -0.0191], [-0.0345, -0.0235, 0.0617], [-0.0360, -0.0034, 0.0075], [-0.0709, -0.0005, 0.0526], [-0.0131, 0.1833, 0.1211], [-0.0557, 0.0571, -0.1359], [0.0435, 0.1053, 0.0347], [0.0398, -0.0053, 0.0126], [-0.0193, -0.1297, -0.0880], [0.0562, -0.1009, -0.0155], [-0.0181, -0.0620, -0.0409], [-0.0259, 0.0130, -0.0353], [-0.0417, -0.0007, 0.0052], [-0.0652, -0.0003, 0.0296], [-0.0569, 0.1782, -0.1910], [0.0208, -0.0917, 0.0227], [-0.0741, 0.0448, 0.0158], [-0.0637, 0.0708, -0.0804], [0.0133, -0.1097, -0.0043], [0.0782, -0.0271, -0.1182], [0.0327, -0.0310, 0.0320], [0.0290, 0.0149, 0.0612], [0.0247, -0.0138, 0.0375], [0.0305, -0.0048, 0.0805], [-0.0402, 0.1663, -0.0859], [-0.1933, 0.0384, 0.0582], [-0.3775, -0.0856, -0.1798], [-0.0783, -0.0718, -0.1218], [0.0515, -0.1040, 0.0418], [0.0691, -0.0950, 0.0014], [0.0274, -0.1027, 0.0472], [0.0631, 0.0304, 0.0389], [0.0414, 0.0714, 0.0826], [0.0630, 0.0387, 0.0562], [0.1005, 0.0326, 0.0767], [-0.0241, -0.1398, 0.0358], [0.0007, 0.0803, 0.1126], [0.0468, 0.1180, 0.0875], [-0.0694, 0.0216, -0.0505], [-0.0376, 0.0248, -0.0525], [-0.0342, -0.0102, -0.0337], [0.0327, -0.0410, -0.0594], [-0.0278, -0.0317, -0.0414], [-0.0033, -0.0849, -0.0385], [0.0168, 0.0867, -0.0888], [-0.1249, -0.0175, 0.0942], [-0.0321, 0.0177, -0.1418], [-0.0031, -0.0234, -0.1223], [0.0161, -0.0778, 0.0317], [0.0253, -0.0623, 0.0070], [0.0172, -0.0353, 0.0304], [0.0458, 0.0336, 0.0380], [0.0246, 0.0007, 0.0445], [0.0357, 0.0346, 0.0686]],
  "homo_energy_ev": -9.5015,
  "total_energy_ha": -5372.86351,
  "total_charge": 1,
  "relative_energy_kj_mol": 0.0,
  "orbital_gap_ev": 5.76,
  "max_force_ev_per_a": 3.2
}